1.
12
Properties=species:S:1:pos:R:3 method="wB97M-V/def2-TZVPD" homo_lumo_gap_ev=9.72 molar_mass_da=82.106 smiles=Cn1ccnc1 lumo_ev=0.90 energy_ha=-265.5151
C 0.520 1.451 -0.628
N 0.308 0.109 -0.117
C -0.435 -0.070 1.027
C -0.859 -1.362 1.003
N -0.363 -2.008 -0.106
C 0.323 -1.098 -0.753
H -0.280 2.035 -0.173
H 1.505 1.853 -0.369
H 0.388 1.498 -1.710
H -0.465 0.702 1.783
H -1.517 -1.842 1.711
H 0.875 -1.269 -1.669

2.
13
Properties=species:S:1:pos:R:3 method="wB97M-V/def2-TZVPD" homo_lumo_gap_ev=6.15 molar_mass_da=104.089 lumo_ev=3.94 energy_ha=-394.3097 charge=-1
C 2.797 0.080 0.236
C -2.864 0.247 0.106
N -0.627 0.244 -0.634
N 1.708 0.782 -0.187
N 0.387 -0.445 -0.447
O 0.666 -1.592 -0.278
O -1.887 -0.471 -0.606
H 3.387 0.622 0.905
H 3.481 -0.276 -0.743
H 2.495 -0.789 0.747
H -2.428 1.128 0.520
H -3.432 -0.174 0.996
H -3.683 0.642 -0.616

3.
107
Properties=species:S:1:pos:R:3 method="wB97M-V/def2-TZVPD" homo_lumo_gap_ev=5.04 molar_mass_da=922.634 lumo_ev=-0.60 energy_ha=-3417.9869
Sn 13.333 14.935 13.202
C 14.208 12.453 19.663
C 14.528 12.287 18.287
C 13.875 13.032 17.258
C 12.870 13.921 17.644
C 12.548 14.148 18.996
C 13.177 13.345 19.964
N 12.052 14.373 16.593
N 10.999 15.054 16.927
C 10.243 15.405 15.824
C 8.950 15.796 16.234
C 8.002 15.858 15.291
C 8.373 15.570 13.935
C 9.720 15.401 13.623
N 10.679 15.399 14.573
H 14.692 11.976 20.490
H 15.152 11.411 17.937
H 13.985 12.833 16.187
H 11.771 14.842 19.211
H 12.797 13.321 21.030
H 8.671 15.839 17.265
H 6.993 16.031 15.512
H 7.609 15.549 13.140
H 10.049 15.296 12.580
C 18.979 18.235 14.314
C 18.573 16.950 15.079
N 17.888 15.899 14.220
C 18.801 14.911 13.653
C 19.647 15.425 12.474
C 16.540 15.903 14.075
S 15.832 14.700 13.122
N 15.911 16.838 14.769
C 14.678 16.913 15.258
O 13.658 16.203 14.964
C 14.403 18.005 16.188
C 13.149 18.225 16.797
C 13.036 19.210 17.738
C 14.080 19.945 18.164
C 15.318 19.784 17.578
C 15.481 18.883 16.514
H 20.041 18.499 14.486
H 18.374 19.131 14.696
H 18.920 18.165 13.248
H 17.876 17.139 15.899
H 19.479 16.484 15.477
H 18.165 14.084 13.302
H 19.427 14.405 14.407
H 19.034 16.115 11.820
H 19.939 14.496 11.918
H 20.554 15.928 12.835
H 12.270 17.718 16.385
H 12.087 19.362 18.184
H 13.947 20.632 19.028
H 16.188 20.347 17.818
H 16.432 18.776 15.986
O 13.129 10.625 15.851
C 13.392 9.999 14.659
C 13.387 8.587 14.575
C 13.809 7.927 13.473
C 14.217 8.664 12.356
C 14.094 10.017 12.321
C 13.623 10.711 13.473
C 13.284 12.165 13.201
O 13.140 12.455 11.989
O 13.260 13.019 14.165
H 12.678 10.038 16.467
H 13.142 8.066 15.482
H 13.939 6.869 13.413
H 14.578 8.018 11.561
H 14.127 10.581 11.364
C 11.691 13.280 8.451
C 11.613 14.039 9.760
O 12.517 15.219 9.729
P 12.825 16.181 10.953
O 13.906 17.099 10.175
C 15.208 16.632 9.650
C 15.361 17.473 8.390
O 11.549 17.190 11.031
C 11.377 18.242 10.020
C 9.848 18.572 9.828
H 11.285 12.312 8.642
H 12.701 13.162 8.128
H 11.076 13.839 7.731
H 11.892 13.413 10.601
H 10.558 14.426 9.869
H 15.157 15.574 9.477
H 15.978 16.825 10.446
H 14.637 17.155 7.624
H 16.349 17.457 7.962
H 15.211 18.546 8.588
H 11.840 17.866 9.090
H 11.892 19.187 10.342
H 9.197 17.640 10.039
H 9.773 18.824 8.756
H 9.513 19.322 10.526
C 10.093 19.631 14.067
C 11.232 20.492 13.732
N 11.073 21.794 13.398
C 12.289 22.247 13.045
C 13.243 21.265 13.131
N 12.532 20.123 13.527
H 10.349 18.542 13.992
H 9.191 19.828 13.428
H 9.869 19.891 15.067
H 12.462 23.306 12.760
H 14.307 21.314 12.923
H 12.889 19.297 13.957

4.
18
Properties=species:S:1:pos:R:3 method="wB97M-V/def2-TZVPD" homo_lumo_gap_ev=6.33 molar_mass_da=115.221 lumo_ev=3.92 energy_ha=-633.3637 charge=-1
C -2.348 -0.138 1.088
C -2.540 -0.915 0.003
C -1.751 -0.790 -1.210
C -1.655 -1.750 -2.165
H -1.399 0.458 1.130
H -3.026 -0.133 1.928
H -3.289 -1.705 -0.049
H -1.070 0.080 -1.264
H -0.935 -1.799 -2.964
H -2.326 -2.563 -2.037
C 2.664 1.213 1.914
C 2.631 0.601 0.483
S 0.990 0.721 -0.281
H 1.856 0.786 2.567
H 2.450 2.304 1.771
H 3.679 1.100 2.403
H 2.872 -0.468 0.529
H 3.343 1.082 -0.190